# 1
{"formula": "C25H44Cl3N4O3SiTb", "method": "ωB97M-V/def2-TZVPD", "homo_lumo_gap_ev": [8.318, 6.067], "homo_energy_ha": [-0.300, -0.217], "lumo_ev": [0.15, 0.15], "spin_multiplicity": 7, "e_above_lowest_ev": 0.0000, "symbols": ["C", "C", "H", "H", "H", "C", "C", "H", "H", "H", "H", "Tb", "Cl", "Cl", "H", "H", "C", "C", "N", "H", "C", "O", "H", "H", "H", "H", "H", "H", "C", "C", "N", "H", "C", "O", "H", "H", "H", "H", "O", "C", "C", "C", "H", "C", "H", "C", "H", "C", "C", "H", "H", "H", "Si", "Cl", "C", "C", "C", "H", "H", "H", "H", "H", "H", "H", "H", "H", "C", "C", "C", "C", "N", "N", "C", "H", "H", "H", "H", "H", "H", "H", "H"], "coordinates": [[0.342, -1.462, -3.253], [1.126, -0.190, -3.263], [-0.308, -1.578, -4.116], [-0.260, -1.529, -2.349], [1.019, -2.320, -3.231], [1.256, 0.634, -4.306], [0.667, 0.485, -5.668], [1.876, 1.514, -4.176], [0.018, -0.381, -5.763], [1.451, 0.391, -6.423], [0.086, 1.369, -5.944], [0.326, 0.065, 0.699], [2.044, -1.456, 1.023], [-1.216, -1.591, 0.178], [-0.501, -0.294, 6.220], [-0.297, -2.882, 5.898], [-1.140, -0.306, 5.337], [-0.935, -2.754, 5.024], [-0.794, -1.421, 4.480], [-1.008, 0.615, 4.783], [-0.375, -1.232, 3.225], [-0.234, -0.109, 2.713], [-0.652, -3.488, 4.276], [-0.160, -2.140, 2.665], [-2.178, -0.388, 5.661], [-1.968, -2.939, 5.321], [-1.709, 0.618, -2.723], [-0.651, 2.835, -3.301], [-2.286, 1.103, -1.940], [-1.309, 3.281, -2.556], [-1.599, 2.312, -1.522], [-2.365, 0.422, -1.103], [-1.061, 2.419, -0.315], [-1.157, 1.580, 0.598], [-0.818, 4.151, -2.128], [-0.518, 3.360, -0.155], [-3.274, 1.360, -2.321], [-2.230, 3.601, -3.042], [0.726, 0.561, -1.065], [1.751, 0.121, -1.910], [2.652, 2.479, -1.786], [2.882, 1.121, -1.977], [1.649, 2.798, -1.547], [3.687, 3.398, -1.884], [2.174, -0.816, -1.530], [4.181, 0.700, -2.243], [3.487, 4.454, -1.745], [4.978, 2.969, -2.163], [5.222, 1.612, -2.333], [4.374, -0.357, -2.381], [5.787, 3.683, -2.241], [6.227, 1.265, -2.542], [-5.089, -5.118, 0.113], [-5.105, -5.264, -1.984], [-6.033, -3.572, 0.566], [-3.303, -5.016, 0.646], [-5.920, -6.651, 0.780], [-5.572, -2.686, 0.133], [-6.059, -3.439, 1.648], [-7.061, -3.618, 0.211], [-6.947, -6.730, 0.428], [-5.941, -6.634, 1.870], [-5.393, -7.552, 0.471], [-2.811, -4.145, 0.217], [-2.746, -5.898, 0.335], [-3.229, -4.940, 1.732], [2.060, 5.077, 2.951], [2.267, 3.720, 2.362], [3.470, 3.084, 2.190], [3.146, 1.849, 1.659], [1.796, 1.773, 1.492], [1.283, 2.912, 1.939], [4.162, 0.790, 1.380], [2.457, 5.095, 3.988], [2.590, 5.836, 2.341], [0.977, 5.325, 2.979], [4.453, 3.457, 2.450], [0.266, 3.133, 1.975], [5.185, 1.174, 1.577], [4.004, -0.067, 2.062], [4.109, 0.461, 0.333]], "forces_ev_per_angstrom": [[-0.056, -0.138, -0.064], [0.203, 0.245, -0.317], [-0.052, 0.002, -0.056], [-0.084, 0.011, 0.074], [0.051, -0.027, 0.004], [0.060, -0.096, 0.286], [-0.112, -0.029, -0.224], [0.055, 0.038, 0.019], [-0.042, -0.062, 0.009], [0.034, -0.006, 0.005], [-0.023, 0.030, 0.010], [0.493, 0.072, 2.008], [3.394, -3.175, 0.778], [-3.323, -3.372, -0.925], [0.041, -0.023, 0.019], [0.031, 0.024, 0.017], [0.008, 0.009, 0.014], [-0.025, -0.071, 0.064], [0.093, -0.015, -0.347], [0.016, 0.066, -0.039], [-0.218, 0.442, 0.745], [-1.261, -0.644, 4.562], [0.034, -0.041, -0.075], [0.051, -0.123, -0.051], [-0.048, -0.031, -0.005], [-0.047, 0.020, 0.003], [0.110, -0.058, -0.099], [0.060, -0.049, -0.051], [-0.030, 0.015, 0.014], [0.074, 0.008, -0.031], [0.095, 0.054, 0.440], [-0.064, -0.085, 0.066], [-0.523, 0.355, -0.545], [-2.072, 2.901, -0.099], [0.039, 0.065, 0.041], [0.037, -0.024, -0.093], [-0.047, 0.019, -0.001], [-0.062, -0.003, 0.012], [1.887, 1.729, -6.358], [-0.078, 0.387, -0.721], [0.071, -0.107, 0.009], [0.110, 0.137, -0.029], [-0.109, 0.064, 0.011], [0.027, 0.009, -0.002], [0.039, -0.078, 0.048], [-0.057, 0.035, -0.102], [0.005, 0.005, 0.021], [-0.020, -0.032, 0.030], [-0.020, 0.024, -0.037], [0.015, -0.056, 0.004], [-0.004, -0.002, 0.011], [0.008, -0.007, 0.006], [0.221, 0.055, -0.081], [-0.037, 0.004, 0.264], [0.019, -0.103, -0.043], [-0.210, -0.023, -0.097], [0.006, 0.094, -0.058], [0.103, 0.025, -0.045], [0.025, -0.024, 0.083], [-0.092, -0.047, -0.041], [-0.086, 0.020, -0.045], [0.019, 0.038, 0.082], [0.076, -0.038, -0.047], [0.028, 0.123, -0.027], [0.005, -0.106, -0.042], [-0.036, 0.015, 0.096], [-0.435, 0.277, 0.111], [0.212, 1.459, 0.650], [-0.259, 0.374, 0.247], [-0.868, -0.122, -0.202], [1.821, -0.836, 0.142], [-0.049, 1.493, 0.515], [0.238, -0.368, 0.111], [-0.269, 0.140, -0.629], [-0.352, -0.339, 0.451], [0.639, 0.029, 0.046], [-0.208, -0.043, -0.075], [1.310, -0.776, -0.157], [-0.683, 0.038, -0.168], [0.062, 0.332, -0.599], [0.041, -0.102, 0.497]], "lowdin_spin": [0.00, 0.00, 0.00, 0.00, 0.00, 0.00, 0.00, 0.00, 0.00, 0.00, 0.00, 6.05, -0.01, 0.00, 0.00, 0.00, 0.00, 0.00, 0.00, 0.00, 0.00, -0.01, 0.00, 0.00, 0.00, 0.00, 0.00, 0.00, 0.00, 0.00, 0.00, 0.00, -0.01, -0.01, 0.00, 0.00, 0.00, 0.00, 0.00, 0.00, 0.00, 0.00, 0.00, 0.00, 0.00, 0.00, 0.00, 0.00, 0.00, 0.00, 0.00, 0.00, 0.00, 0.00, 0.00, 0.00, 0.00, 0.00, 0.00, 0.00, 0.00, 0.00, 0.00, 0.00, 0.00, 0.00, 0.00, 0.00, 0.00, 0.00, -0.01, 0.00, 0.00, 0.00, 0.00, 0.00, 0.00, 0.00, 0.00, 0.00, 0.00]}

---

# 2
{"formula": "C21H49BN8O13S2", "method": "ωB97M-V/def2-TZVPD", "homo_lumo_gap_ev": 4.591, "total_charge": -2, "homo_energy_ha": -0.071, "lumo_ev": 2.67, "spin_multiplicity": 1, "symbols": ["C", "N", "C", "B", "O", "S", "O", "O", "N", "S", "O", "O", "C", "O", "O", "H", "H", "H", "H", "H", "H", "H", "C", "O", "N", "C", "C", "H", "H", "H", "H", "H", "H", "H", "C", "O", "N", "C", "C", "H", "H", "H", "H", "H", "H", "H", "C", "O", "N", "C", "C", "H", "H", "H", "H", "H", "H", "H", "C", "O", "N", "C", "C", "H", "H", "H", "H", "H", "H", "H", "C", "O", "N", "C", "C", "H", "H", "H", "H", "H", "H", "H", "C", "O", "N", "C", "C", "H", "H", "H", "H", "H", "H", "H"], "coordinates": [[-2.528, -1.239, -2.765], [-2.225, -1.170, -1.307], [-2.326, 0.216, -0.754], [-0.960, -1.857, -0.935], [-0.901, -2.482, 0.391], [0.595, -1.976, -1.974], [0.751, -0.608, -2.649], [0.316, -3.070, -3.010], [1.991, -2.421, -1.093], [3.381, -1.550, -1.589], [3.396, -0.098, -1.143], [4.569, -2.240, -0.910], [3.678, -1.602, -3.457], [3.685, -2.674, -4.134], [3.898, -0.407, -4.147], [-3.319, -0.438, -3.039], [-1.640, -1.051, -3.456], [-2.976, -2.266, -3.030], [-1.496, 0.899, -1.142], [-2.259, 0.187, 0.404], [-3.387, 0.648, -0.976], [-1.012, -1.785, 1.079], [9.103, -5.458, -0.294], [9.075, -6.217, 0.662], [8.246, -4.423, -0.504], [8.344, -3.563, -1.668], [7.198, -4.168, 0.465], [9.858, -5.561, -1.091], [8.506, -2.534, -1.338], [7.412, -3.621, -2.234], [9.173, -3.868, -2.310], [7.653, -3.972, 1.440], [6.564, -5.054, 0.546], [6.594, -3.311, 0.161], [-5.165, 1.464, 0.291], [-4.708, 1.618, -0.830], [-6.037, 2.307, 0.907], [-6.537, 2.057, 2.245], [-6.480, 3.492, 0.202], [-4.892, 0.596, 0.911], [-7.627, 1.974, 2.206], [-6.257, 2.890, 2.889], [-6.123, 1.136, 2.652], [-6.973, 3.192, -0.726], [-5.611, 4.107, -0.046], [-7.173, 4.067, 0.817], [-5.153, 2.579, 5.365], [-5.921, 1.826, 4.798], [-5.502, 3.483, 6.327], [-4.528, 4.349, 6.959], [-6.892, 3.578, 6.727], [-4.076, 2.587, 5.135], [-4.526, 4.157, 8.036], [-4.804, 5.391, 6.775], [-3.528, 4.169, 6.562], [-7.222, 2.609, 7.109], [-7.499, 3.836, 5.856], [-7.016, 4.339, 7.499], [-10.050, 1.009, -0.714], [-9.355, 1.605, 0.087], [-9.586, 0.309, -1.787], [-10.474, -0.378, -2.702], [-8.153, 0.249, -2.020], [-11.149, 0.991, -0.628], [-10.231, -1.444, -2.702], [-10.334, 0.028, -3.707], [-11.517, -0.249, -2.406], [-7.667, -0.199, -1.151], [-7.769, 1.264, -2.151], [-7.934, -0.343, -2.909], [7.174, -2.099, 5.887], [6.623, -2.961, 6.547], [7.925, -2.320, 4.771], [8.550, -1.239, 4.038], [8.104, -3.681, 4.303], [7.102, -1.032, 6.154], [8.172, -1.238, 3.012], [9.633, -1.395, 4.026], [8.333, -0.274, 4.500], [7.125, -4.113, 4.083], [8.578, -4.270, 5.092], [8.724, -3.700, 3.407], [4.211, 3.786, -5.595], [4.342, 4.984, -5.808], [4.882, 2.795, -6.242], [4.673, 1.388, -5.935], [5.835, 3.154, -7.271], [3.512, 3.406, -4.834], [5.619, 0.951, -5.609], [4.325, 0.876, -6.836], [3.932, 1.263, -5.145], [6.610, 3.791, -6.835], [5.321, 3.716, -8.056], [6.291, 2.260, -7.698]], "forces_ev_per_angstrom": [[-0.776, 0.379, -1.173], [1.674, -0.138, -0.869], [-0.592, 0.340, 0.687], [-1.374, -0.681, 2.858], [0.301, 2.090, -1.305], [3.190, -0.203, -4.469], [-0.853, -2.721, 1.960], [-0.242, 2.076, 2.691], [-0.719, 1.726, -1.765], [1.690, 1.973, 3.834], [-0.707, -3.131, -1.355], [-2.538, 0.433, -1.848], [0.927, 2.193, -7.345], [-0.179, 1.736, 3.456], [-0.895, -4.431, 4.574], [1.121, -1.249, 0.596], [-0.951, -0.264, 1.034], [0.741, 1.482, 0.465], [-1.036, -0.775, 0.436], [0.112, -0.074, -1.682], [2.719, -1.090, 0.124], [-0.113, -0.894, -0.711], [-0.636, 0.705, -0.122], [0.012, 0.057, 0.054], [0.961, -0.807, 0.006], [-0.265, 0.014, 0.048], [-0.091, -0.041, 0.131], [-0.009, 0.058, -0.086], [-0.070, 0.012, -0.194], [0.078, 0.216, -0.030], [-0.026, -0.070, 0.133], [-0.126, -0.054, -0.020], [-0.064, 0.175, 0.103], [-0.031, -0.153, -0.113], [-0.565, 0.418, 0.358], [-1.448, 0.971, 0.117], [0.516, -0.635, -0.321], [-0.165, 0.194, -0.578], [0.229, -0.131, -0.256], [0.021, 0.008, 0.027], [0.022, -0.018, 0.110], [-0.109, -0.156, -0.063], [0.019, 0.199, -0.158], [-0.024, 0.202, 0.047], [-0.123, 0.061, -0.078], [0.053, -0.184, -0.002], [-0.070, 0.089, 0.323], [0.110, 0.197, 0.996], [0.376, -0.332, -0.467], [-0.278, -0.052, -0.004], [-0.023, -0.238, -0.220], [0.021, 0.064, 0.057], [0.145, 0.142, -0.008], [0.174, 0.031, 0.110], [-0.140, -0.041, -0.011], [-0.144, 0.118, -0.016], [-0.115, -0.039, 0.151], [0.120, -0.065, -0.093], [0.276, -0.302, -0.450], [0.029, -0.059, -0.128], [-0.572, 0.358, 0.570], [0.288, 0.053, 0.063], [0.095, 0.177, 0.257], [-0.053, -0.059, -0.077], [-0.143, 0.007, -0.144], [-0.131, -0.148, -0.040], [0.121, 0.036, 0.042], [0.135, 0.072, -0.149], [0.164, -0.156, 0.001], [-0.105, 0.061, 0.106], [0.257, -0.184, -0.472], [0.188, 0.021, -0.134], [-0.352, 0.412, 0.725], [-0.064, -0.276, -0.089], [-0.206, -0.107, 0.223], [0.045, 0.063, -0.085], [0.120, 0.162, 0.009], [0.001, 0.154, -0.101], [-0.042, -0.135, 0.005], [0.165, -0.124, -0.047], [-0.045, -0.101, -0.132], [-0.079, 0.082, 0.124], [0.294, -0.739, -0.255], [0.172, 0.111, -0.205], [-0.410, 0.716, 0.289], [0.033, 0.264, -0.193], [-0.214, 0.313, 0.225], [0.082, -0.121, -0.057], [-0.228, -0.151, 0.092], [0.003, -0.121, 0.109], [0.219, -0.057, -0.066], [0.056, 0.026, -0.205], [0.197, 0.040, -0.073], [-0.129, 0.019, 0.141]], "lowdin_charge": [-0.11, -0.15, -0.10, -0.51, 0.03, 0.65, -0.41, -0.41, -0.35, 0.66, -0.43, -0.46, -0.60, -0.09, -0.22, 0.09, 0.08, 0.09, 0.11, 0.09, 0.04, 0.09, -0.36, -0.02, -0.19, -0.05, -0.03, 0.12, 0.09, 0.10, 0.08, 0.06, 0.10, 0.08, -0.31, -0.02, -0.18, -0.07, -0.05, 0.14, 0.08, 0.07, 0.08, 0.07, 0.09, 0.09, -0.32, -0.01, -0.20, -0.06, -0.05, 0.14, 0.09, 0.09, 0.09, 0.09, 0.09, 0.08, -0.34, 0.01, -0.20, -0.07, -0.03, 0.13, 0.09, 0.09, 0.08, 0.10, 0.09, 0.09, -0.35, 0.00, -0.20, -0.06, -0.05, 0.13, 0.09, 0.08, 0.08, 0.10, 0.09, 0.08, -0.34, -0.04, -0.20, -0.07, -0.07, 0.14, 0.09, 0.09, 0.06, 0.08, 0.08, 0.08]}

---

# 3
{"formula": "C3H9N3", "method": "ωB97M-V/def2-TZVPD", "homo_lumo_gap_ev": 10.038, "homo_energy_ha": -0.334, "lumo_ev": 0.94, "spin_multiplicity": 1, "smiles": "[H]/N=C(/C)NNC", "e_above_lowest_ev": 2.0905, "symbols": ["C", "C", "C", "H", "H", "H", "H", "H", "H", "H", "H", "H", "N", "N", "N"], "coordinates": [[-2.011, 0.189, 0.496], [1.023, 0.334, -0.300], [2.129, -0.537, 0.163], [-3.090, 0.422, 0.313], [-1.623, 0.736, 1.274], [-2.003, -0.799, 1.039], [-1.858, -0.189, -1.515], [0.043, -1.372, -0.402], [1.762, -1.083, 1.134], [2.835, 0.147, 0.597], [2.704, -1.189, -0.556], [0.304, 2.112, -0.479], [-1.301, 0.083, -0.734], [-0.064, -0.467, -0.803], [1.149, 1.613, -0.227]], "forces_ev_per_angstrom": [[-1.981, -3.466, -0.101], [-0.588, 0.556, -1.115], [0.796, -0.954, 2.110], [1.055, 0.070, 0.091], [1.242, 2.422, 1.081], [-0.400, 0.053, -0.537], [-0.283, -0.050, -0.200], [-0.293, -1.047, 0.354], [0.583, 0.326, -2.038], [0.610, 0.282, -0.056], [-1.182, 0.488, 0.650], [-0.338, -0.133, -0.299], [-0.747, 1.570, -0.993], [1.796, 1.508, 0.842], [-0.271, -1.626, 0.212]], "lowdin_charge": [-0.12, -0.48, -0.07, 0.10, 0.04, 0.08, 0.11, 0.10, 0.11, 0.06, 0.10, 0.03, -0.16, -0.02, 0.13]}